Density functional theory data (ωB97M-V/def2-TZVPD) for one molecule with the formula C6H12N4O2S.

Last column: Mulliken charge in e.
Geometry (Å):
C1 1.99 1.11 -0.99  1.161
H1 1.00 -2.08 1.31  0.250
H2 0.51 1.79 -2.21  0.262
O1 -0.16 -0.74 -2.45  -0.681
H3 -2.98 -0.48 0.79  0.332
C2 1.43 -0.08 -0.50  -0.872
H4 -2.03 1.52 0.44  0.411
N1 2.16 -0.45 0.60  0.982
H5 -0.40 1.60 -0.11  0.342
H6 3.75 2.25 -0.08  0.338
S1 -0.01 -0.97 -1.06  1.238
H7 -3.29 -0.90 -0.92  0.279
H8 -2.34 -1.97 0.09  0.339
N2 1.56 1.99 -1.93  -0.482
H9 -1.64 1.53 -1.34  0.263
N3 3.08 0.39 0.82  -1.179
H10 1.80 2.93 -1.89  0.211
C3 -2.48 -0.91 -0.10  -0.929
H11 2.65 -1.63 2.21  0.316
H12 2.58 -2.45 0.62  0.319
C4 3.02 1.38 -0.05  -0.538
O2 0.15 -2.33 -0.67  -0.690
N4 -1.28 -0.21 -0.22  0.119
C5 2.06 -1.72 1.29  -0.801
C6 -1.39 1.22 -0.32  -0.990

Its total charge is 0. The structure (SMILES) is CN(C)S(=O)(=O)c1c(N)cnn1C. As for the energy relative to the best compared isomer or geometry (same formula, charge and spin): 0.015 eV.

---

Density functional theory data (ωB97M-V/def2-TZVPD) for an isolated ion of composition C12H9F4O7 and charge -1.

Last column: Mulliken charge in e.
Geometry (Å):
F1 -0.91 -1.54 1.47  -0.467
C1 2.47 -0.21 1.31  -0.227
F2 3.70 -0.76 1.19  -0.376
H1 -3.82 -0.76 1.19  0.322
O1 0.79 2.71 2.53  -0.764
H2 3.46 1.73 -1.25  0.255
H3 2.95 1.10 -2.85  0.246
H4 0.07 -2.80 -2.30  0.295
H5 2.12 2.53 -2.15  0.339
O2 1.68 0.68 -1.24  -0.183
C2 -1.96 0.27 -0.49  0.191
C3 -0.61 -2.37 -1.56  -0.645
C4 2.31 0.98 1.93  0.611
C5 1.36 -1.06 0.92  0.751
C6 -4.05 -0.67 0.12  -0.774
O3 -2.31 1.40 -0.28  -0.612
O4 0.08 2.26 -0.76  -0.586
H6 -1.66 -2.55 -1.87  0.190
C7 0.46 1.11 -0.87  -0.290
C8 -0.47 -0.11 -0.60  1.987
O5 1.47 -2.24 0.56  -0.703
C9 -0.12 0.69 1.86  -0.101
F3 3.34 1.71 2.37  -0.354
H7 -4.56 0.29 -0.08  0.283
C10 0.98 1.58 2.14  0.072
H8 -0.35 -2.72 -0.54  0.284
O6 -0.30 -0.95 -1.63  -0.544
O7 -2.76 -0.81 -0.53  -0.256
F4 -1.26 0.96 2.48  -0.457
C11 -0.04 -0.51 1.12  1.078
C12 2.61 1.58 -1.92  -0.794
H9 -4.66 -1.50 -0.24  0.226

Its total charge is -1. The structure (SMILES) is COC(=O)C(OC)(C(=O)OC)[C@@]1(F)C(=O)C(F)=C(F)C([O-])=C1F. As for the energy relative to the best compared isomer or geometry (same formula, charge and spin): 0.279 eV.

---

| no. | electronic energy (a.u.) |
| --- | --- |
| 1 | -1003.43582 |
| 2 | -1388.75896 |